One molecule with the formula C25H25BCl2O4. Source: the Open Molecules 2025 dataset; level of theory: wB97M-V/def2-TZVPD.

Each line ends with the Löwdin charge.
CARTESIAN COORDINATES (ANGSTROEM)
C 4.853 0.254 1.372  -0.011
C 3.346 0.397 1.233  -0.460
C 2.814 1.732 1.386  -0.065
C 1.481 2.028 1.604  -0.071
C 0.356 1.163 1.545  -0.137
B 3.035 -0.916 5.410  -0.720
O 2.290 -1.189 6.546  0.114
C 0.983 -0.706 6.113  -0.062
C 1.096 -0.118 4.625  -0.302
C -0.230 0.482 4.204  -0.068
C 1.624 -1.368 3.767  -0.075
O 2.905 -1.783 4.280  0.090
C 2.258 0.985 4.675  -0.059
O 3.488 0.411 5.189  0.090
O 2.637 -0.600 1.048  0.011
H 5.363 1.206 1.211  0.070
H 5.072 -0.067 2.406  0.093
H 5.230 -0.498 0.673  0.085
H 3.551 2.551 1.422  0.109
H 1.307 3.112 1.708  0.123
H 0.283 -1.560 6.139  0.139
H 0.659 0.068 6.824  0.140
H 0.377 0.487 0.666  0.160
H -0.953 -0.016 4.867  0.124
H -0.249 1.525 4.530  0.138
H 0.914 -2.217 3.846  0.140
H 1.791 -1.107 2.701  0.100
H 2.458 1.365 3.654  0.102
H 1.949 1.815 5.336  0.140
Cl -6.649 -0.915 3.998  0.689
C -4.997 -0.562 3.750  -0.695
C -4.074 -1.601 3.571  -0.089
C -2.743 -1.286 3.272  -0.030
C -2.353 0.045 3.137  -0.179
C -0.803 0.412 2.755  -0.209
C -0.968 1.670 1.885  -0.221
C -1.997 1.414 0.877  0.002
C -2.993 2.264 0.394  -0.224
C -3.917 1.684 -0.522  -0.020
C -4.938 2.430 -1.068  -0.100
C -5.067 3.784 -0.704  -0.686
Cl -6.289 4.720 -1.445  0.693
C -4.217 4.366 0.255  -0.099
C -3.190 3.619 0.811  -0.014
C -3.241 1.065 3.499  -0.040
C -4.592 0.785 3.708  -0.079
H -4.402 -2.639 3.661  0.110
H -2.011 -2.091 3.152  0.123
H -0.460 -0.533 2.305  0.152
H -0.995 2.595 2.478  0.157
H -1.923 0.410 0.456  0.139
H -3.792 0.631 -0.772  0.119
H -5.612 1.982 -1.793  0.108
H -4.372 5.407 0.522  0.105
H -2.522 4.056 1.557  0.112
H -2.894 2.101 3.577  0.124
H -5.312 1.586 3.869  0.110

Highest occupied orbital energy (eV): -6.161
Total charge: 0
Energy (eV): -60236.9220
Gap between HOMO and LUMO (eV): 3.901
Largest force on an atom (eV Å⁻¹): 6.01
E_LUMO (eV): -2.3